[1]
# C4H10O2

A cluster of 2 separate species, C4H10O2 in total at a distorted geometry (the ωB97M-V functional and the def2-TZVPD basis, the OMol25 dataset).

The value obtained for the max |F| is 0.0293 Eh/bohr. As for the energy above the lowest of the compared OMol25 structures with the same formula, charge and spin: 363.2 kJ/mol. The value obtained for the frontier orbital gap is 0.3731 hartree. As for the structure (SMILES): C1CO1.CCO. The calculation puts the HOMO energy at -9.27 eV.

Atoms and positions in Å:
1 C 1.54 0.94 -0.33
2 C 2.61 0.39 0.48
3 O 1.62 -0.59 0.41
4 H 1.00 1.85 -0.03
5 H 1.41 0.69 -1.38
6 H 2.70 0.84 1.47
7 H 3.53 0.15 -0.01
8 C -2.43 -0.89 0.09
9 C -1.25 -0.17 -0.51
10 O -0.55 0.44 0.54
11 H -2.08 -1.68 0.77
12 H -3.07 -1.34 -0.67
13 H -3.02 -0.18 0.68
14 H -1.58 0.62 -1.21
15 H -0.61 -0.87 -1.08
16 H 0.16 -0.19 0.80

---

[2]
# C17H26O4

The molecule C17H26O4 at a distorted geometry (the ωB97M-V functional and the def2-TZVPD basis, the OMol25 dataset).

The value obtained for the max |F| is 0.0916 Eh/bohr. As for the energy above the lowest of the compared OMol25 structures with the same formula, charge and spin: 72.9 kJ/mol. The value obtained for the frontier orbital gap is 0.3318 hartree. As for the structure (SMILES): CC(=O)OC(C)(C)[C@@H]1CC[C@@]2(C)CO[C@]3(C)C=CO[C@]23C1. The calculation puts the HOMO energy at -8.31 eV.

Atoms and positions in Å:
1 C -0.48 4.22 -1.03
2 C -1.15 2.90 -0.91
3 O -1.27 2.25 -1.97
4 O -1.58 2.53 0.31
5 C -2.07 1.21 0.56
6 C -3.37 0.99 -0.26
7 C -2.50 1.14 2.05
8 C -1.06 0.09 0.16
9 C -1.42 -1.28 0.69
10 C -0.52 -2.35 0.14
11 C 0.98 -2.14 0.50
12 C 1.21 -2.57 1.95
13 C 1.89 -2.93 -0.42
14 O 2.06 -2.13 -1.60
15 C 1.95 -0.74 -1.24
16 C 1.21 0.05 -2.34
17 C 3.34 -0.18 -1.10
18 C 3.61 -0.02 0.24
19 O 2.52 -0.26 1.00
20 C 1.40 -0.67 0.22
21 C 0.40 0.44 0.59
22 H 0.60 4.07 -1.28
23 H -0.49 4.73 -0.07
24 H -0.95 4.87 -1.78
25 H -4.07 0.29 0.17
26 H -3.15 0.64 -1.31
27 H -3.88 1.95 -0.38
28 H -3.13 2.04 2.29
29 H -3.03 0.19 2.32
30 H -1.63 1.25 2.67
31 H -1.10 0.03 -0.95
32 H -2.47 -1.50 0.42
33 H -1.34 -1.29 1.77
34 H -0.60 -2.34 -0.95
35 H -0.83 -3.31 0.50
36 H 0.57 -1.92 2.63
37 H 0.92 -3.60 2.08
38 H 2.27 -2.46 2.30
39 H 2.85 -3.05 0.04
40 H 1.47 -3.95 -0.68
41 H 1.77 -0.09 -3.28
42 H 1.13 1.12 -2.14
43 H 0.22 -0.38 -2.42
44 H 4.01 -0.04 -1.91
45 H 4.56 0.30 0.60
46 H 0.75 1.37 0.13
47 H 0.40 0.52 1.69

---

[3]
# C33H75FN4O9

A cluster of 3 separate species, C33H75FN4O9 in total (the ωB97M-V functional and the def2-TZVPD basis, the OMol25 dataset).

The value obtained for the max |F| is 0.0083 Eh/bohr. The value obtained for the frontier orbital gap is 0.3423 hartree. As for the structure (SMILES): CCCCN[C@](OC)([C@@H](F)CC)[C@@H](COCCC)NCOCCOCCOCC.COCCNCCOC.COCCNCCOC. The calculation puts the HOMO energy at -8.60 eV.

Atoms and positions in Å:
1 C 1.98 -6.46 5.18
2 C 3.10 -5.48 4.87
3 C 3.68 -5.61 3.45
4 C 2.66 -5.55 2.32
5 N 1.59 -4.61 2.65
6 C 0.77 -4.13 1.55
7 O 0.38 -5.23 0.77
8 C -0.48 -6.16 1.41
9 C 1.48 -3.16 0.57
10 F 2.50 -2.49 1.28
11 C 2.05 -3.73 -0.72
12 C 2.75 -2.65 -1.55
13 C -0.46 -3.40 2.17
14 C -0.18 -2.05 2.86
15 O 0.49 -2.15 4.10
16 C 1.46 -1.13 4.31
17 C 1.81 -1.05 5.79
18 C 3.29 -0.75 6.05
19 N -1.48 -3.19 1.15
20 C -2.85 -3.46 1.55
21 O -3.61 -2.33 1.21
22 C -4.84 -2.24 1.91
23 C -5.88 -3.26 1.45
24 O -7.17 -2.70 1.56
25 C -8.06 -3.40 2.41
26 C -9.19 -2.48 2.83
27 O -10.24 -2.52 1.90
28 C -11.52 -2.33 2.48
29 C -12.54 -2.23 1.36
30 H 1.12 -6.30 4.52
31 H 2.33 -7.49 5.07
32 H 1.64 -6.35 6.22
33 H 2.77 -4.45 5.04
34 H 3.93 -5.64 5.58
35 H 4.43 -4.83 3.30
36 H 4.21 -6.57 3.39
37 H 3.18 -5.26 1.40
38 H 2.24 -6.54 2.13
39 H 1.95 -3.84 3.18
40 H -0.20 -6.29 2.47
41 H -0.35 -7.11 0.89
42 H -1.52 -5.85 1.33
43 H 0.75 -2.39 0.28
44 H 2.74 -4.55 -0.51
45 H 1.20 -4.14 -1.28
46 H 3.51 -2.14 -0.96
47 H 3.25 -3.11 -2.41
48 H 2.03 -1.91 -1.93
49 H -0.85 -4.07 2.95
50 H 0.38 -1.38 2.19
51 H -1.17 -1.59 3.03
52 H 1.06 -0.17 3.96
53 H 2.36 -1.33 3.70
54 H 1.52 -2.00 6.25
55 H 1.21 -0.27 6.28
56 H 3.91 -1.65 5.93
57 H 3.46 -0.36 7.05
58 H 3.68 -0.01 5.34
59 H -1.48 -2.22 0.85
60 H -2.92 -3.65 2.64
61 H -3.24 -4.35 1.02
62 H -4.65 -2.32 2.99
63 H -5.25 -1.24 1.72
64 H -5.82 -4.19 2.03
65 H -5.67 -3.51 0.40
66 H -7.53 -3.78 3.29
67 H -8.50 -4.25 1.87
68 H -9.55 -2.76 3.83
69 H -8.79 -1.45 2.89
70 H -11.51 -1.41 3.09
71 H -11.75 -3.17 3.14
72 H -12.29 -2.93 0.56
73 H -13.55 -2.46 1.72
74 H -12.55 -1.22 0.92
75 C -0.15 1.90 1.26
76 O 1.19 1.68 0.90
77 C 1.39 0.71 -0.13
78 C 1.86 1.35 -1.41
79 N 0.82 2.15 -2.02
80 C 1.24 2.94 -3.18
81 C 2.31 4.00 -2.97
82 O 1.89 5.10 -2.18
83 C 2.00 4.93 -0.78
84 H -0.15 2.52 2.15
85 H -0.72 2.41 0.47
86 H -0.66 0.96 1.48
87 H 0.46 0.15 -0.30
88 H 2.15 0.02 0.22
89 H 2.15 0.55 -2.11
90 H 2.77 1.92 -1.18
91 H 0.42 2.77 -1.33
92 H 0.35 3.44 -3.58
93 H 1.59 2.25 -3.95
94 H 2.55 4.42 -3.95
95 H 3.23 3.58 -2.56
96 H 2.85 4.30 -0.52
97 H 1.09 4.50 -0.34
98 H 2.15 5.92 -0.34
99 C 1.67 7.74 -4.41
100 O 2.73 8.61 -4.74
101 C 4.02 8.08 -4.46
102 C 4.77 7.75 -5.73
103 N 4.16 6.63 -6.43
104 C 4.71 6.35 -7.75
105 C 4.59 7.43 -8.82
106 O 3.26 7.68 -9.24
107 C 2.53 8.60 -8.46
108 H 0.74 8.31 -4.48
109 H 1.60 6.89 -5.11
110 H 1.78 7.34 -3.40
111 H 3.93 7.19 -3.83
112 H 4.58 8.84 -3.90
113 H 5.80 7.49 -5.47
114 H 4.82 8.67 -6.34
115 H 3.17 6.79 -6.50
116 H 4.21 5.46 -8.13
117 H 5.77 6.11 -7.64
118 H 5.12 7.08 -9.70
119 H 5.06 8.37 -8.51
120 H 3.18 9.39 -8.07
121 H 2.01 8.13 -7.63
122 H 1.79 9.06 -9.11

---

[4]
# C29H32AsN3O3SZr

A structure of composition C29H32AsN3O3SZr at a distorted geometry (the ωB97M-V functional and the def2-TZVPD basis, the OMol25 dataset).

As for the net charge: +2. The value obtained for the max |F| is 0.0228 Eh/bohr. As for the energy above the lowest of the compared OMol25 structures with the same formula, charge and spin: 95.5 kJ/mol. The value obtained for the frontier orbital gap is 0.2585 hartree. The calculation puts the HOMO energy at -13.42 eV.

Atoms and positions in Å:
1 Zr 1.42 0.77 0.03
2 C 4.54 3.06 1.00
3 C 3.25 3.08 0.24
4 C 2.03 3.26 0.88
5 C 0.83 3.34 0.15
6 C 0.85 3.22 -1.23
7 C 2.08 3.05 -1.88
8 C 3.25 2.97 -1.16
9 H 4.38 2.81 2.05
10 H 4.99 4.06 0.96
11 H 5.25 2.36 0.57
12 H 2.00 3.41 1.95
13 H -0.11 3.53 0.66
14 H -0.06 3.32 -1.80
15 H 2.11 2.99 -2.96
16 H 4.20 2.85 -1.68
17 S 1.76 -0.03 -2.32
18 C 0.26 -0.53 -3.15
19 C 0.27 -0.63 -4.53
20 C -0.87 -1.08 -5.19
21 C -2.01 -1.43 -4.48
22 C -2.02 -1.33 -3.10
23 C -0.88 -0.87 -2.44
24 As -0.83 -0.61 -0.56
25 C -1.67 -2.15 0.16
26 C -0.91 -3.32 0.21
27 C -1.51 -4.49 0.63
28 C -2.85 -4.50 1.00
29 C -3.60 -3.33 0.95
30 C -3.01 -2.14 0.53
31 C -2.08 0.87 -0.36
32 C -2.42 1.65 -1.46
33 C -3.24 2.76 -1.30
34 C -3.73 3.09 -0.05
35 C -3.40 2.31 1.06
36 C -2.57 1.21 0.90
37 H 1.17 -0.39 -5.09
38 H -0.86 -1.16 -6.27
39 H -2.89 -1.78 -5.00
40 H -2.90 -1.60 -2.54
41 H 0.14 -3.31 -0.08
42 H -0.94 -5.41 0.67
43 H -3.32 -5.42 1.32
44 H -4.64 -3.34 1.23
45 H -3.60 -1.24 0.48
46 H -2.06 1.39 -2.45
47 H -3.52 3.35 -2.17
48 H -4.38 3.95 0.07
49 H -3.79 2.56 2.03
50 H -2.33 0.60 1.77
51 N 2.79 -3.12 -0.54
52 C 3.70 -2.29 0.22
53 C 3.05 -0.97 0.54
54 O 3.46 0.18 0.13
55 O 1.94 -0.93 1.18
56 H 2.96 -4.10 -0.34
57 H 2.91 -2.98 -1.54
58 H 4.65 -2.08 -0.26
59 H 3.89 -2.77 1.18
60 C -0.55 -1.45 4.27
61 N -0.31 -0.72 3.02
62 C 0.17 0.51 2.97
63 N 0.42 1.17 4.10
64 O 0.38 1.11 1.86
65 H -1.05 -2.39 4.02
66 H -1.22 -0.89 4.92
67 H 0.38 -1.67 4.78
68 H -0.30 -1.25 2.17
69 H 0.28 0.75 5.01
70 H 0.67 2.14 4.06

---

[5]
# C2H4InO4S

A structure of composition C2H4InO4S at a distorted geometry (the ωB97M-V functional and the def2-TZVPD basis, the OMol25 dataset).

As for the net charge: +3. The value obtained for the max |F| is 0.1040 Eh/bohr. As for the energy above the lowest of the compared OMol25 structures with the same formula, charge and spin: 193.0 kJ/mol. The value obtained for the frontier orbital gap is 0.1324 hartree. The calculation puts the HOMO energy at -24.36 eV.

Atoms and positions in Å:
1 In 1.17 0.93 -3.00
2 C -0.06 0.53 1.25
3 C -1.20 0.29 0.26
4 O -0.74 -0.41 -0.87
5 S 0.84 -0.96 -0.57
6 O 1.65 -0.46 -1.76
7 O 0.90 -2.38 -0.36
8 O 1.08 -0.07 0.83
9 H -0.05 0.14 2.27
10 H 0.14 1.60 1.31
11 H -1.78 1.16 -0.07
12 H -1.94 -0.37 0.71